(1)
21
Properties=species:S:1:pos:R:3:mulliken_charge:R:1 method="wB97M-V/def2-TZVPD" gap_ha="0.1232 / 0.3552" multiplicity=2 e_homo_ev="-2.91 / -9.25" lumo_ha="0.0163 / 0.0153"
S 2.9251 3.2205 1.4474 -0.27
S 2.1505 1.4505 0.7767 -0.08
C 0.5953 1.5557 -0.1995 -0.87
C 0.2627 0.0827 -0.4664 -0.59
C -0.7017 -0.2777 -1.5958 -0.77
N -0.3485 -1.6520 -1.9765 -0.61
N -0.3389 -0.5589 0.7859 -0.91
H 3.6472 3.7221 0.3792 0.13
H 0.8056 1.9899 -1.1949 0.36
H -0.1852 2.0466 0.3754 0.76
H 1.2909 -0.2977 -0.6112 0.01
H -0.4327 0.4371 -2.4059 0.37
H -1.7443 -0.0287 -1.4255 0.52
H 0.5336 -1.6876 -2.4837 0.25
H -0.9324 -1.9662 -2.7540 0.25
H -0.7601 0.0960 1.4957 0.53
H 0.4232 -0.9101 1.3863 0.67
H -1.0032 -1.2961 0.5181 0.48
H -1.8295 -2.6879 2.8997 0.38
H -2.5823 -1.3814 2.6558 0.41
O -1.7753 -1.8569 2.3935 -1.03

(2)
21
Properties=species:S:1:pos:R:3:mulliken_charge:R:1 method="wB97M-V/def2-TZVPD" gap_ha="0.2959 / 0.1503" multiplicity=2 e_homo_ev="-16.79 / -16.78" lumo_ha="-0.3213 / -0.4665" charge=+2
S -1.5556 -0.9181 4.0737 0.12
S -1.3073 0.5056 2.5794 0.22
C -1.5137 -0.4955 0.9738 -0.75
C -0.7450 0.2094 -0.0944 -0.12
C -0.6726 -0.3503 -1.5418 -0.48
N -0.0590 0.7399 -2.2872 -0.55
N 0.6953 0.3418 0.3018 -0.33
H -2.8503 -1.0944 4.2264 0.32
H -2.5569 -0.8056 0.9048 0.52
H -0.9842 -1.4193 1.2585 0.45
H -1.1551 1.2330 -0.1613 0.29
H -1.7958 -0.3066 -1.9523 0.38
H -0.1214 -1.2798 -1.6297 0.32
H -0.1966 0.6364 -3.2877 0.29
H 0.9892 0.8910 -2.3345 0.17
H 1.1518 1.1136 -0.1288 0.38
H 1.1747 -0.4674 0.0704 0.39
H 0.9612 0.4653 1.3538 0.37
H 3.5731 0.2788 0.0725 0.32
H 3.7650 0.4292 -1.5856 0.32
O 3.2034 0.2928 -0.8118 -0.62

(3)
19
Properties=species:S:1:pos:R:3:mulliken_charge:R:1 method="wB97M-V/def2-TZVPD" gap_ha=0.3583 multiplicity=1 e_homo_ev=-14.24 lumo_ha=-0.1650 charge=+1
C 0.6007 -0.7440 -2.7034 -0.81
C -0.6540 2.1600 1.2446 -0.87
C -0.5200 -0.2549 1.8176 0.00
N 0.5089 0.5524 -1.8765 -0.71
N -0.3951 0.7169 0.9777 -0.01
Si -0.0377 -2.1274 1.6912 0.40
H -0.0383 -1.4914 -2.1744 0.23
H 0.2839 -0.5219 -3.6744 0.38
H 1.6376 -1.2032 -2.7290 0.29
H -1.3912 2.7586 0.7264 0.32
H -0.9665 2.1733 2.2833 0.32
H 0.3102 2.6695 1.3824 0.36
H -0.8133 -0.0325 2.8632 0.36
H 1.3750 0.9725 -2.3148 0.28
H 0.1168 0.6358 0.0252 0.32
H -0.2488 1.1128 -2.3077 0.27
H -0.1106 -2.3476 0.1957 -0.10
H -0.9957 -3.0995 2.4599 0.00
H 1.3382 -1.9293 2.1131 -0.03

(4)
19
Properties=species:S:1:pos:R:3:mulliken_charge:R:1 method="wB97M-V/def2-TZVPD" smiles=CCN.NCN gap_ha=0.3671 multiplicity=1 e_homo_ev=-9.09 lumo_ha=0.0331
C 2.6466 0.5203 -1.1749 -0.86
C 2.5937 -0.5404 -0.0444 -0.30
N 1.8665 -1.7261 -0.4977 -0.54
H 2.9616 -0.0905 -2.0243 0.24
H 3.4679 1.2137 -1.0149 0.31
H 1.6753 0.9731 -1.3171 0.24
H 2.0054 -0.1233 0.7725 0.25
H 3.5600 -0.8660 0.3445 0.29
H 1.4083 -2.2138 0.2623 0.20
H 2.3754 -2.4075 -1.0558 0.19
N -1.9307 0.8717 1.4564 -0.59
C -2.5382 0.6783 0.1565 -0.26
N -3.9891 0.5180 0.1728 -0.59
H -0.9506 1.0623 1.3610 0.20
H -2.0876 0.1290 2.1279 0.20
H -2.0682 -0.1258 -0.4173 0.31
H -2.3963 1.6223 -0.3700 0.26
H -4.3651 0.9630 0.9975 0.26
H -4.2348 -0.4583 0.2649 0.21

(5)
20
Properties=species:S:1:pos:R:3:mulliken_charge:R:1 method="wB97M-V/def2-TZVPD" smiles=NCCNCN.O gap_ha=0.3346 multiplicity=1 e_homo_ev=-8.33 lumo_ha=0.0286
C 0.0838 -0.6551 0.2449 -0.49
N -0.2376 0.0100 -1.0155 -0.35
C -0.4650 1.4376 -1.0103 -0.60
N -1.6439 1.8915 -1.7378 -0.65
C 0.5736 -2.0766 -0.0333 -0.44
N 1.4393 -2.1606 -1.2050 -0.51
H 0.7807 -0.0429 0.8394 0.26
H -0.8735 -0.7381 0.7717 0.22
H 0.2757 -0.3587 -1.7984 0.38
H -0.5957 1.8050 0.0058 0.39
H 0.4140 1.9683 -1.3933 0.36
H -1.5790 1.6032 -2.7105 0.24
H -2.4346 1.3981 -1.3410 0.26
H -0.3297 -2.6442 -0.3101 0.31
H 1.0197 -2.5537 0.8356 0.30
H 1.4490 -3.0359 -1.7016 0.17
H 2.3838 -1.8194 -1.1212 0.16
H -0.0879 1.0843 4.7590 0.32
H -0.0399 0.8690 3.2398 0.32
O 0.1918 1.4910 3.9347 -0.63

(6)
20
Properties=species:S:1:pos:R:3:mulliken_charge:R:1 method="wB97M-V/def2-TZVPD" smiles="N=[Si](N)N.CCC" gap_ha=0.3251 multiplicity=1 e_homo_ev=-8.99 lumo_ha=-0.0053
C 2.5678 0.3527 -2.1777 -0.89
C 2.8179 0.2970 -0.6271 -0.19
C 1.6882 0.6529 0.3056 -1.14
N -3.4563 0.4894 1.8375 -0.53
N -1.2003 0.0258 -0.3005 -0.57
N -2.7893 -1.8974 1.4387 -0.39
Si -2.4998 -0.3661 0.6485 0.23
H 2.6722 1.3510 -2.4096 0.30
H 3.1632 -0.3133 -2.9504 0.26
H 1.4655 0.0759 -2.3066 0.14
H 3.0043 -0.8046 -0.3627 0.21
H 3.6488 1.0135 -0.3925 0.22
H 1.8640 1.4245 0.9931 0.49
H 0.5313 0.5321 0.0191 0.09
H -4.3844 0.3947 1.6152 0.21
H -3.4663 1.5085 1.9233 0.27
H 1.7361 0.0611 0.9812 0.62
H -1.2181 0.0543 -1.3428 0.21
H -2.4532 -2.7603 1.1960 0.22
H -3.6917 -2.0914 1.9116 0.24

Repeat the fourth record exactly.
19
Properties=species:S:1:pos:R:3:mulliken_charge:R:1 method="wB97M-V/def2-TZVPD" smiles=CCN.NCN gap_ha=0.3671 multiplicity=1 e_homo_ev=-9.09 lumo_ha=0.0331
C 2.6466 0.5203 -1.1749 -0.86
C 2.5937 -0.5404 -0.0444 -0.30
N 1.8665 -1.7261 -0.4977 -0.54
H 2.9616 -0.0905 -2.0243 0.24
H 3.4679 1.2137 -1.0149 0.31
H 1.6753 0.9731 -1.3171 0.24
H 2.0054 -0.1233 0.7725 0.25
H 3.5600 -0.8660 0.3445 0.29
H 1.4083 -2.2138 0.2623 0.20
H 2.3754 -2.4075 -1.0558 0.19
N -1.9307 0.8717 1.4564 -0.59
C -2.5382 0.6783 0.1565 -0.26
N -3.9891 0.5180 0.1728 -0.59
H -0.9506 1.0623 1.3610 0.20
H -2.0876 0.1290 2.1279 0.20
H -2.0682 -0.1258 -0.4173 0.31
H -2.3963 1.6223 -0.3700 0.26
H -4.3651 0.9630 0.9975 0.26
H -4.2348 -0.4583 0.2649 0.21

> Which value of multiplicity does entry 1 give?

2

> What is the multiplicity in the fourth record?

1